Molecular formula: C35H74BCl2N4O7Si2
Method: DFT, wB97M-V/def2-TZVPD

```
125
Properties=species:S:1:pos:R:3
C 1.08 2.73 1.42
C 1.54 2.03 0.03
O 0.36 1.71 -0.74
B 0.48 0.38 -1.31
O 1.65 0.13 -2.08
Si -0.90 -1.00 -0.96
Cl -0.58 -2.51 -2.41
O -2.44 -0.28 -1.33
Si -3.08 0.25 0.22
C -4.43 1.62 0.01
Cl -5.97 0.89 -0.67
C -4.60 2.29 1.46
C -6.10 2.78 1.75
N -0.77 -1.55 0.73
C 0.52 -1.17 1.38
C -1.10 -2.97 0.92
C -2.39 -3.31 1.81
O -0.45 -3.93 0.48
H -0.05 2.64 1.58
H 1.58 2.26 2.33
H 1.37 3.84 1.46
H 2.14 2.83 -0.52
H 2.16 1.13 0.33
H 1.45 -0.20 -2.98
H -3.66 -0.95 0.85
H -2.03 0.88 1.05
H -4.00 2.38 -0.74
H -4.36 1.47 2.23
H -3.86 3.13 1.66
H -6.50 3.40 0.88
H -6.10 3.50 2.65
H -6.79 1.93 2.05
H 0.55 -1.72 2.38
H 1.45 -1.49 0.82
H 0.51 -0.06 1.65
H -3.18 -3.89 1.24
H -2.80 -2.40 2.35
H -2.02 -4.02 2.63
C 4.78 -3.61 -1.17
C 5.00 -2.55 -0.07
C 4.53 -1.17 -0.58
C 5.49 -0.54 -1.59
C 6.91 -0.51 -1.05
C 7.41 -1.89 -0.56
N 6.43 -2.55 0.35
O 6.51 -1.93 1.55
C 7.70 -2.80 -1.78
C 8.80 -1.70 0.09
C 4.05 -2.99 1.07
H 4.92 -3.22 -2.18
H 5.43 -4.47 -1.03
H 3.75 -4.00 -1.16
H 4.43 -0.47 0.27
H 3.54 -1.25 -1.03
H 5.45 -1.08 -2.54
H 5.16 0.48 -1.81
H 7.58 -0.13 -1.83
H 6.96 0.22 -0.23
H 7.95 -3.81 -1.46
H 8.55 -2.42 -2.35
H 6.88 -2.86 -2.49
H 8.78 -0.98 0.92
H 9.52 -1.33 -0.63
H 9.18 -2.66 0.48
H 4.34 -3.97 1.47
H 3.02 -3.07 0.70
H 4.02 -2.28 1.90
C -3.71 0.46 8.66
C -3.17 0.80 7.25
C -2.00 1.80 7.37
C -2.44 3.22 7.71
C -3.52 3.70 6.74
C -4.71 2.73 6.63
N -4.28 1.32 6.39
O -3.88 1.22 5.11
C -5.57 2.82 7.90
C -5.65 3.24 5.52
C -2.60 -0.54 6.73
H -3.66 1.30 9.36
H -4.75 0.11 8.61
H -3.13 -0.34 9.13
H -1.44 1.83 6.43
H -1.29 1.46 8.13
H -2.81 3.27 8.74
H -1.58 3.89 7.66
H -3.87 4.69 7.06
H -3.06 3.85 5.76
H -6.37 2.06 7.89
H -6.06 3.79 7.98
H -5.01 2.70 8.83
H -5.15 3.35 4.55
H -6.05 4.23 5.77
H -6.51 2.57 5.38
H -3.40 -1.29 6.63
H -1.86 -0.94 7.43
H -2.09 -0.45 5.77
C -1.53 -1.91 -8.03
C -1.32 -0.85 -6.91
C -1.79 0.53 -7.41
C -0.83 1.17 -8.41
C 0.59 1.20 -7.87
C 1.09 -0.18 -7.39
N 0.12 -0.86 -6.49
O 0.18 -0.25 -5.28
C 1.39 -1.07 -8.62
C 2.48 0.00 -6.73
C -2.27 -1.31 -5.78
H -1.39 -1.51 -9.03
H -0.87 -2.77 -7.89
H -2.55 -2.30 -8.01
H -1.90 1.21 -6.56
H -2.78 0.45 -7.86
H -0.87 0.64 -9.37
H -1.16 2.19 -8.63
H 1.26 1.59 -8.65
H 0.63 1.92 -7.05
H 1.65 -2.09 -8.30
H 2.24 -0.69 -9.18
H 0.57 -1.14 -9.33
H 2.46 0.72 -5.90
H 3.20 0.39 -7.45
H 2.86 -0.95 -6.36
H -1.98 -2.29 -5.39
H -3.29 -1.39 -6.14
H -2.30 -0.60 -4.94
```

HOMO energy (spin up / spin down)   -8.7 / -9.4 eV
Largest force on an atom   4.13 eV Å⁻¹
DFT total energy   -3647.8644 a.u.
Lowest unoccupied orbital energy (spin up / spin down)   0.01714 / -0.00900 Eh
Expectation value of S²   3.76
2S+1   4

Molecular formula: C35H74Cl2FN12O4P3
Method: DFT, wB97M-V/def2-TZVPD

```
131
Properties=species:S:1:pos:R:3
C 0.38 -4.15 -3.39
C -1.06 -3.96 -4.00
Cl -2.04 -5.40 -4.39
C -1.55 -2.70 -4.21
Cl -3.17 -2.37 -4.88
C -0.57 -1.54 -3.86
N 0.28 -1.15 -4.84
C 1.14 -0.14 -4.44
C 2.14 0.35 -5.45
C 3.12 1.37 -5.14
C 4.09 1.80 -6.28
C 3.11 1.93 -3.74
C 4.20 3.01 -3.37
C 5.33 2.22 -2.54
N 5.83 1.15 -3.46
C 2.13 1.49 -2.76
C 2.11 2.11 -1.32
C 0.85 3.03 -1.08
C 0.97 4.45 -1.78
F 0.70 3.31 0.32
C 1.10 0.43 -3.09
N 0.22 0.08 -2.07
C -0.59 -0.90 -2.52
O -1.54 -1.40 -1.61
H 0.68 -5.22 -3.36
H 0.30 -3.79 -2.32
H 1.15 -3.52 -3.90
H 2.13 -0.11 -6.47
H 5.15 1.64 -5.94
H 3.86 2.88 -6.53
H 3.86 1.22 -7.22
H 4.71 3.39 -4.28
H 3.74 3.80 -2.73
H 4.80 1.67 -1.71
H 6.14 2.91 -2.18
H 6.60 1.50 -4.02
H 6.07 0.30 -2.95
H 2.08 1.33 -0.51
H 3.02 2.74 -1.12
H -0.10 2.52 -1.41
H 0.09 4.71 -2.42
H 1.91 4.57 -2.38
H 1.02 5.26 -0.99
H -2.05 -0.64 -1.25
C -5.14 -1.93 2.51
N -4.16 -1.70 3.56
C -4.08 -0.28 3.84
P -2.69 -2.54 3.82
O -2.86 -2.59 5.34
N -2.83 -4.25 3.65
C -4.11 -4.91 3.89
C -1.79 -4.98 4.38
N -2.30 -2.42 2.08
C -2.55 -3.48 1.10
C -0.92 -1.93 1.89
H -4.81 -1.52 1.54
H -6.09 -1.44 2.77
H -5.38 -2.98 2.37
H -3.61 0.27 3.01
H -3.49 -0.09 4.74
H -5.07 0.15 4.03
H -4.60 -4.55 4.81
H -4.00 -5.99 3.97
H -4.79 -4.76 3.05
H -2.01 -5.04 5.45
H -0.82 -4.48 4.26
H -1.68 -5.99 3.99
H -1.89 -4.34 1.23
H -2.39 -3.09 0.09
H -3.58 -3.82 1.12
H -0.19 -2.69 2.18
H -0.75 -1.05 2.51
H -0.74 -1.63 0.86
C -10.64 2.23 -0.36
N -9.90 3.08 0.55
C -9.75 4.40 -0.04
P -8.60 2.64 1.58
O -9.11 3.48 2.76
N -8.87 1.14 2.41
C -10.23 0.69 2.69
C -8.08 1.04 3.64
N -7.84 1.73 0.24
C -7.97 0.29 0.04
C -6.41 2.08 0.13
H -10.08 2.01 -1.28
H -11.57 2.72 -0.66
H -10.95 1.29 0.09
H -9.06 4.38 -0.90
H -9.35 5.11 0.69
H -10.71 4.80 -0.37
H -10.87 1.49 3.08
H -10.23 -0.13 3.40
H -10.69 0.28 1.79
H -8.53 1.62 4.46
H -7.07 1.43 3.48
H -7.98 0.00 3.96
H -7.44 -0.30 0.80
H -7.55 0.02 -0.94
H -9.01 -0.03 0.02
H -5.83 1.68 0.96
H -6.29 3.17 0.13
H -5.99 1.72 -0.81
C 11.35 -0.32 0.35
N 10.32 0.54 -0.20
C 10.90 1.84 -0.53
P 8.67 0.64 0.26
O 8.16 0.75 -1.18
N 7.94 -0.92 0.49
C 8.46 -2.08 -0.23
C 6.49 -0.88 0.34
N 9.14 0.63 1.99
C 9.16 -0.55 2.84
C 8.45 1.71 2.71
H 11.72 0.02 1.32
H 12.21 -0.35 -0.33
H 11.03 -1.35 0.44
H 11.17 2.40 0.38
H 10.19 2.45 -1.10
H 11.79 1.73 -1.15
H 8.64 -1.87 -1.29
H 7.77 -2.93 -0.17
H 9.38 -2.45 0.22
H 6.19 -0.86 -0.72
H 6.07 0.00 0.82
H 6.03 -1.75 0.81
H 8.16 -0.93 3.07
H 9.65 -0.31 3.79
H 9.75 -1.36 2.40
H 7.38 1.49 2.83
H 8.54 2.65 2.16
H 8.89 1.88 3.70
```

HOMO energy   -8.1 eV
Largest force on an atom   7.60 eV Å⁻¹
DFT total energy   -4379.9542 a.u.
Lowest unoccupied orbital energy   -0.04683 Eh
SMILES   C/C(Cl)=C(/Cl)c1nc2cc(C)c(CCN)c(C[C@H](C)F)c2nc1O.CN(C)P(=O)(N(C)C)N(C)C.CN(C)P(=O)(N(C)C)N(C)C.CN(C)P(=O)(N(C)C)N(C)C
2S+1   1

Molecular formula: C35H74ClN10O9
Method: DFT, wB97M-V/def2-TZVPD

```
129
Properties=species:S:1:pos:R:3
C -1.06 1.34 1.14
C -1.49 2.37 0.10
C -2.70 1.99 -0.75
Cl -2.28 0.89 -2.05
N -3.81 1.38 0.03
C -4.87 2.15 0.34
C -5.93 1.63 1.04
C -5.92 0.30 1.41
C -4.82 -0.48 1.08
C -3.78 0.08 0.38
H -1.18 0.30 0.82
H -1.56 1.48 2.10
H -0.01 1.48 1.34
H -1.60 3.33 0.57
H -0.66 2.48 -0.59
H -3.09 2.89 -1.20
H -4.88 3.18 0.04
H -6.78 2.26 1.26
H -6.76 -0.14 1.93
H -4.79 -1.52 1.36
H -2.92 -0.51 0.09
C -1.34 -2.40 -1.20
O -1.82 -2.27 -0.08
N -0.28 -3.13 -1.53
C 0.23 -3.21 -2.89
C 0.40 -3.88 -0.47
H -1.78 -1.87 -2.07
H 0.20 -4.23 -3.24
H 1.26 -2.85 -2.92
H -0.38 -2.60 -3.56
H -0.30 -4.58 -0.01
H 0.75 -3.19 0.29
H 1.24 -4.43 -0.89
C 1.39 -4.23 4.20
O 1.90 -3.35 3.53
N 0.08 -4.52 4.21
C -0.47 -5.57 5.03
C -0.79 -3.72 3.36
H 1.99 -4.87 4.87
H -0.96 -6.32 4.41
H -1.20 -5.17 5.73
H 0.33 -6.06 5.59
H -0.48 -3.83 2.33
H -0.72 -2.67 3.64
H -1.82 -4.05 3.47
C -3.66 -3.39 6.59
O -3.01 -3.57 5.58
N -4.81 -4.02 6.88
C -5.54 -3.77 8.11
C -5.33 -5.00 5.93
H -3.35 -2.68 7.37
H -5.63 -4.69 8.69
H -6.55 -3.41 7.88
H -5.02 -3.03 8.70
H -4.60 -5.79 5.78
H -5.51 -4.52 4.97
H -6.25 -5.42 6.31
C 0.35 -6.99 -2.40
O 1.48 -6.88 -1.95
N -0.20 -8.13 -2.83
C -1.55 -8.19 -3.36
C 0.58 -9.35 -2.75
H -0.32 -6.12 -2.51
H -2.17 -8.85 -2.76
H -1.54 -8.55 -4.39
H -1.99 -7.19 -3.35
H 0.87 -9.55 -1.72
H 1.49 -9.25 -3.34
H -0.01 -10.19 -3.13
C 0.67 5.01 -2.10
O 0.29 4.71 -0.97
N 1.79 4.54 -2.67
C 2.20 4.93 -4.00
C 2.62 3.62 -1.91
H 0.12 5.71 -2.73
H 2.27 4.05 -4.65
H 3.18 5.41 -3.97
H 1.48 5.62 -4.43
H 2.06 2.72 -1.65
H 2.95 4.09 -0.99
H 3.49 3.34 -2.51
C 4.00 7.38 0.64
O 5.13 7.81 0.50
N 3.57 6.70 1.71
C 2.21 6.18 1.80
C 4.49 6.47 2.81
H 3.23 7.50 -0.14
H 1.69 6.60 2.66
H 2.24 5.09 1.90
H 1.66 6.44 0.90
H 4.84 7.42 3.21
H 5.36 5.91 2.46
H 3.99 5.90 3.59
C 6.94 3.19 -2.65
O 6.42 3.63 -3.66
N 7.32 3.92 -1.59
C 7.93 3.33 -0.42
C 7.12 5.37 -1.64
H 7.13 2.11 -2.52
H 7.32 3.53 0.47
H 8.93 3.74 -0.26
H 8.01 2.25 -0.55
H 6.06 5.60 -1.76
H 7.65 5.80 -2.48
H 7.47 5.81 -0.71
C -2.95 7.64 2.61
O -1.78 7.63 2.94
N -3.54 6.64 1.92
C -4.94 6.68 1.54
C -2.72 5.51 1.55
H -3.63 8.47 2.86
H -5.48 5.84 1.98
H -5.04 6.64 0.46
H -5.39 7.60 1.90
H -2.32 5.04 2.45
H -1.89 5.83 0.93
H -3.32 4.78 1.00
C 0.65 -4.08 -6.80
O 0.10 -3.90 -5.73
N 1.96 -3.85 -7.02
C 2.57 -4.08 -8.32
C 2.78 -3.36 -5.93
H 0.12 -4.45 -7.68
H 3.37 -4.82 -8.23
H 2.99 -3.15 -8.71
H 1.82 -4.45 -9.02
H 2.76 -4.07 -5.10
H 2.39 -2.41 -5.57
H 3.80 -3.23 -6.27
```

HOMO energy   -10.2 eV
Largest force on an atom   1.12 eV Å⁻¹
DFT total energy   -3062.7281 a.u.
Lowest unoccupied orbital energy   -0.13315 Eh
Net charge   +1
2S+1   1